Entry 1:
Formula: C28H26B3FO12
Source: the OMol25 dataset
Level of theory: the ωB97M-V functional and the def2-TZVPD basis

Frontier orbital gap in eV: 7.970
SMILES: COCCCB1OBOB(F)O1.O=C1C=CC(=O)C=C1.O=C1C=CC(=O)C=C1.O=C1C=CC(=O)C=C1.O=C1C=CC(=O)C=C1
Energy in Eh: -2160.04026

Last column: Löwdin charge in e.
Element x y z (Å)
C -1.54 -2.13 -3.63  -0.10
O -1.46 -1.34 -2.47  -0.18
C -0.91 -0.04 -2.59  -0.22
C -1.97 1.04 -2.75  -0.16
C -2.93 0.84 -3.93  -0.04
B -4.33 0.28 -3.56  -0.50
O -5.35 0.14 -4.51  0.26
B -5.93 -1.11 -4.53  -0.30
O -6.21 -1.69 -3.30  0.29
B -5.19 -1.48 -2.40  -0.75
F -4.65 -2.51 -1.76  0.27
O -4.64 -0.23 -2.29  0.33
H -0.90 -3.02 -3.51  0.09
H -2.57 -2.47 -3.79  0.09
H -1.21 -1.59 -4.52  0.09
H -0.38 0.15 -1.65  0.10
H -0.16 -0.01 -3.39  0.13
H -2.52 1.10 -1.81  0.12
H -1.45 2.00 -2.86  0.12
H -3.10 1.78 -4.46  0.12
H -2.52 0.17 -4.69  0.11
H -6.09 -1.72 -5.54  0.12
O 0.90 -5.10 2.10  0.10
C 0.63 -3.97 1.76  -0.38
C 1.64 -2.88 1.84  0.03
C 1.34 -1.64 1.47  0.02
C -0.01 -1.30 0.96  -0.37
O -0.27 -0.15 0.65  0.08
C -1.01 -2.38 0.86  0.03
C -0.72 -3.62 1.24  0.03
H 2.62 -3.17 2.21  0.12
H 2.05 -0.83 1.51  0.09
H -1.99 -2.10 0.47  0.12
H -1.43 -4.43 1.18  0.11
O 5.13 4.50 3.23  0.10
C 4.93 3.49 2.59  -0.37
C 3.55 3.08 2.21  0.03
C 3.34 1.97 1.51  0.03
C 4.46 1.10 1.08  -0.38
O 4.26 0.09 0.44  0.10
C 5.84 1.51 1.46  0.02
C 6.05 2.62 2.16  0.03
H 2.75 3.73 2.53  0.12
H 2.34 1.65 1.21  0.12
H 6.64 0.86 1.14  0.12
H 7.04 2.95 2.46  0.12
O -4.57 -8.40 -4.97  0.11
C -4.19 -7.76 -4.02  -0.39
C -3.09 -8.25 -3.15  0.02
C -2.67 -7.55 -2.10  0.02
C -3.29 -6.24 -1.75  -0.38
O -2.90 -5.60 -0.80  0.10
C -4.39 -5.75 -2.62  0.03
C -4.81 -6.45 -3.67  0.03
H -2.66 -9.20 -3.42  0.12
H -1.87 -7.88 -1.45  0.12
H -4.82 -4.79 -2.35  0.11
H -5.60 -6.11 -4.32  0.12
O 2.55 7.67 7.80  0.10
C 3.32 7.96 6.91  -0.39
C 3.91 6.94 6.01  0.02
C 4.75 7.26 5.04  0.02
C 5.14 8.68 4.80  -0.38
O 5.90 8.98 3.92  0.11
C 4.55 9.71 5.70  0.02
C 3.71 9.38 6.67  0.02
H 3.61 5.91 6.21  0.12
H 5.19 6.52 4.38  0.09
H 4.85 10.73 5.50  0.12
H 3.27 10.11 7.34  0.12

Entry 2:
Formula: CH4BrClOP
Source: the OMol25 dataset
Level of theory: the ωB97M-V functional and the def2-TZVPD basis

Energy above the lowest of the compared OMol25 structures with the same formula, charge and spin in kJ/mol: 329.9
Frontier orbital gap (spin up / spin down) in eV: 6.925 / 7.329
Net charge: +1
Energy in Eh: -3490.96631

Last column: Löwdin charge in e.
Element x y z (Å)
C -0.41 -0.85 -0.77  -0.12
O -0.86 0.64 1.55  -0.22
P 0.03 0.65 0.24  0.64
Cl -0.44 2.43 -0.53  0.45
Br 3.86 -0.59 -0.08  0.07
H 0.41 -1.27 -1.17  0.02
H -1.08 -0.55 -1.48  0.04
H -0.85 -1.52 -0.12  0.05
H -0.65 1.07 2.36  0.09

Entry 3:
Formula: C8H10N4O
Source: the OMol25 dataset
Level of theory: the ωB97M-V functional and the def2-TZVPD basis

Energy above the lowest of the compared OMol25 structures with the same formula, charge and spin in kJ/mol: 556.8
Frontier orbital gap in eV: 6.705
Net charge: +2
Energy in Eh: -604.20106

Last column: Löwdin charge in e.
Element x y z (Å)
C 15.25 -0.84 -1.20  -0.01
C 15.39 -2.08 -0.57  0.01
C 15.29 0.32 -0.47  -0.02
C 15.59 -2.18 0.80  0.02
C 15.50 0.30 0.93  0.04
C 15.60 -0.98 1.27  0.21
C -15.29 -1.01 1.06  -0.08
C -16.24 2.27 -0.05  0.00
N -14.67 -2.06 -0.86  -0.05
N -14.78 -1.79 -1.93  0.42
N -14.76 -2.18 0.36  0.08
N -15.37 0.05 0.33  0.02
O -16.03 1.09 0.86  -0.15
H 15.18 -0.85 -2.27  0.13
H 15.45 -2.86 -1.21  0.11
H 15.28 1.25 -0.93  0.12
H 15.85 -3.13 1.29  0.18
H 15.35 1.37 1.36  0.21
H -15.60 -1.11 2.16  0.18
H -17.23 2.75 -0.31  0.11
H -15.78 1.96 -1.01  0.08
H -15.73 3.10 0.48  0.09
H -14.43 -3.08 0.98  0.29

Entry 4:
Formula: C2H3F2N3
Source: the OMol25 dataset
Level of theory: the ωB97M-V functional and the def2-TZVPD basis

Energy above the lowest of the compared OMol25 structures with the same formula, charge and spin in kJ/mol: 243.9
Frontier orbital gap (spin up / spin down) in eV: 7.931 / 7.912
Energy in Eh: -441.83989

Last column: Löwdin charge in e.
Element x y z (Å)
C -1.62 -0.27 -0.10  -0.21
C 1.46 -0.24 -0.07  -0.13
N -1.26 0.92 -0.13  -0.02
N -0.19 1.45 0.37  -0.07
N 0.92 0.74 0.66  0.04
F -1.01 -1.31 0.65  -0.06
F 2.78 -0.36 0.01  0.05
H -2.58 -0.51 -0.49  0.09
H 0.88 -0.87 -0.92  0.18
H 1.49 1.31 1.19  0.13

Entry 5:
Formula: C36H33N9OS2Sn
Source: the OMol25 dataset
Level of theory: the ωB97M-V functional and the def2-TZVPD basis

Energy above the lowest of the compared OMol25 structures with the same formula, charge and spin in kJ/mol: 106.2
Frontier orbital gap in eV: 7.548
Net charge: +2
Energy in Eh: -2969.91046

Last column: Löwdin charge in e.
Element x y z (Å)
Sn -0.58 0.36 -0.41  1.52
N -2.43 3.81 2.25  0.13
C -1.65 3.43 3.32  -0.04
C -0.89 2.40 2.87  -0.10
N -1.19 2.14 1.55  0.01
C -2.12 3.00 1.21  -0.29
C -2.66 3.05 -0.14  -0.27
N -2.33 2.17 -1.06  0.01
C -2.97 2.56 -2.22  -0.10
C -3.69 3.69 -1.98  -0.04
N -3.47 3.99 -0.66  0.13
H -3.13 4.53 2.28  0.17
H -1.70 3.93 4.28  0.13
H -0.15 1.84 3.41  0.10
H -2.88 2.01 -3.13  0.08
H -4.31 4.29 -2.63  0.13
H -3.87 4.79 -0.18  0.17
S 1.88 -2.54 1.12  1.04
C 1.35 -2.63 -0.54  -0.92
N 0.35 -2.12 -1.17  -0.04
C 0.13 -2.81 -2.37  -0.32
C -0.98 -2.65 -3.20  -0.02
C -1.10 -3.46 -4.31  -0.06
C -0.12 -4.41 -4.62  -0.06
C 0.97 -4.60 -3.80  -0.07
C 1.07 -3.80 -2.66  -0.46
S 2.24 -3.87 -1.39  1.07
H -1.74 -1.92 -2.96  0.11
H -1.97 -3.37 -4.95  0.11
H -0.23 -5.03 -5.50  0.12
H 1.71 -5.36 -4.01  0.12
C -2.90 -1.86 0.50  -0.17
N -1.62 -1.42 1.07  -0.09
C -1.28 -1.78 2.24  -0.08
C 0.01 -1.41 2.78  -0.29
C 0.27 -0.94 4.04  -0.01
C 1.62 -0.48 4.08  -0.05
C 2.15 -0.67 2.84  -0.16
N 1.18 -1.22 1.99  -0.35
C -3.17 -3.35 0.55  -0.23
C -2.17 -4.29 0.31  -0.04
C -2.48 -5.65 0.30  -0.06
C -3.78 -6.08 0.52  -0.07
C -4.78 -5.15 0.77  -0.06
C -4.47 -3.79 0.78  -0.04
H -2.93 -1.52 -0.54  0.10
H -3.72 -1.35 1.02  0.13
H -1.94 -2.38 2.87  0.16
H -0.44 -0.92 4.85  0.13
H 2.13 -0.05 4.93  0.12
H 3.15 -0.52 2.48  0.12
H -1.16 -3.97 0.14  0.09
H -1.69 -6.37 0.13  0.11
H -4.01 -7.13 0.51  0.11
H -5.79 -5.47 0.96  0.11
H -5.26 -3.07 0.98  0.11
C 2.23 0.72 -6.87  0.02
N 2.01 0.31 -5.49  -0.05
N 0.78 0.43 -4.86  0.08
C 0.99 0.41 -3.50  -0.39
O 0.07 0.51 -2.63  -0.28
C 2.38 0.27 -3.31  0.07
C 2.97 0.23 -4.55  -0.24
C 4.41 0.15 -4.91  0.01
C -0.43 0.20 -5.57  -0.18
C -1.59 0.84 -5.15  -0.02
C -2.78 0.61 -5.81  -0.06
C -2.82 -0.24 -6.91  -0.06
C -1.66 -0.87 -7.34  -0.06
C -0.47 -0.67 -6.66  -0.03
H 1.33 1.20 -7.25  0.10
H 2.47 -0.13 -7.51  0.10
H 3.05 1.43 -6.91  0.10
H 2.87 0.21 -2.35  0.12
H 4.98 -0.21 -4.06  0.09
H 4.80 1.13 -5.19  0.10
H 4.56 -0.53 -5.75  0.10
H -1.53 1.50 -4.31  0.08
H -3.68 1.10 -5.48  0.11
H -3.75 -0.41 -7.44  0.11
H -1.68 -1.53 -8.19  0.12
H 0.42 -1.21 -6.97  0.12

Entry 6:
Formula: C3H3IN2O
Source: the OMol25 dataset
Level of theory: the ωB97M-V functional and the def2-TZVPD basis

Energy above the lowest of the compared OMol25 structures with the same formula, charge and spin in kJ/mol: 61.0
Frontier orbital gap (spin up / spin down) in eV: 7.004 / 8.920
Multiplicity: 3
Energy in Eh: -598.40145

Last column: Löwdin charge in e.
Element x y z (Å)
C 0.40 0.79 0.13  -0.17
C 1.31 0.46 -0.78  -0.62
C -0.76 0.07 0.65  -0.41
N -1.50 -1.71 -0.92  0.12
N -1.25 -1.26 0.16  -0.13
O -1.37 0.47 1.61  0.07
I 2.96 1.66 -1.22  0.83
H 0.52 1.72 0.68  0.10
H 1.26 -0.45 -1.36  0.03
H -1.57 -1.74 1.05  0.17